[1]
C30H26KN6SSbSe4 | wB97M-V/def2-TZVPD

Structure (ORCA input):
```
! RIJCOSX wB97M-V def2-TZVPD def2/J DEFGRID3
* xyz -2 1
K 0.681 0.299 1.416
C 0.767 -2.843 2.453
C -0.501 -2.395 2.856
C -0.603 -1.464 3.885
C 0.512 -1.054 4.575
C 1.753 -1.623 4.263
C 1.899 -2.442 3.164
H 0.813 -3.562 1.609
H -1.351 -2.750 2.337
H -1.573 -0.993 4.060
H 0.471 -0.339 5.397
H 2.639 -1.317 4.791
H 2.875 -2.805 2.877
C 0.623 5.045 1.658
C 1.463 5.574 0.689
C 1.801 4.781 -0.391
C 1.291 3.480 -0.449
N 0.528 2.966 0.493
C 0.211 3.744 1.544
C 1.610 2.618 -1.629
C 1.973 3.161 -2.881
C 2.174 2.288 -3.939
C 2.206 0.932 -3.731
C 1.882 0.442 -2.482
N 1.581 1.277 -1.470
C 2.033 -0.987 -2.225
C 1.963 -1.965 -3.203
C 2.194 -3.281 -2.841
C 2.574 -3.559 -1.541
C 2.686 -2.518 -0.630
N 2.392 -1.294 -0.968
H 0.391 5.561 2.570
H 1.886 6.556 0.789
H 2.504 5.183 -1.114
H -0.432 3.257 2.304
H 2.064 4.251 -2.969
H 2.515 2.604 -4.908
H 2.382 0.290 -4.546
H 1.608 -1.704 -4.167
H 2.033 -4.104 -3.501
H 2.807 -4.550 -1.330
H 2.963 -2.616 0.396
C -1.962 -4.449 -3.252
N -2.599 -3.202 -2.799
C -3.830 -2.757 -3.244
C -4.163 -1.708 -2.500
N -3.147 -1.509 -1.585
C -2.157 -2.439 -1.750
S -0.778 -2.558 -0.791
C -3.074 -0.459 -0.614
C -2.401 0.675 -0.948
C -2.413 1.686 0.011
C -3.052 1.465 1.198
C -3.672 0.299 1.457
N -3.717 -0.693 0.503
H -2.266 -5.302 -2.632
H -0.915 -4.347 -3.171
H -2.252 -4.592 -4.302
H -4.239 -3.314 -4.055
H -5.050 -1.078 -2.522
H -1.956 0.775 -1.952
H -1.846 2.593 -0.186
H -3.087 2.200 1.969
H -4.178 0.034 2.387
Se -1.864 2.630 4.260
Sb 0.443 2.929 5.172
Se 2.167 2.041 3.610
Se 0.761 1.618 7.220
Se 0.960 5.317 5.305
*
```

## Properties
Energy relative to the best compared isomer or geometry (same formula, charge and spin) ... 23.8 kcal per mole
Calculated total energy ... -12331.58792 Eh
Strongest force on any atom ... 3.5 eV/Å
Gap between HOMO and LUMO ... 3.31 eV

***

[2]
H5N2OP | wB97M-V/def2-TZVPD

Structure (ORCA input):
```
! RIJCOSX wB97M-V def2-TZVPD def2/J DEFGRID3
* xyz 0 1
N -1.097 0.149 -0.029
N 1.542 -0.680 -0.223
O -2.537 0.320 -0.195
P 1.272 1.019 0.040
H -2.860 0.961 0.505
H -0.699 -0.348 -0.868
H 1.430 -1.377 0.556
H 1.543 -0.984 -1.193
H 1.407 0.939 1.408
*
```

## Properties
Energy relative to the best compared isomer or geometry (same formula, charge and spin) ... 139.5 kcal per mole
Calculated total energy ... -528.93817 Eh
Strongest force on any atom ... 2.0 eV/Å
Gap between HOMO and LUMO (spin up / spin down) ... 8.86 / 7.10 eV

***

[3]
C4H10N | wB97M-V/def2-TZVPD

Structure (ORCA input):
```
! RIJCOSX wB97M-V def2-TZVPD def2/J DEFGRID3
* xyz 1 1
C -2.403 0.732 0.941
C -1.158 1.226 1.258
H -2.683 -0.064 0.311
H -3.184 1.471 1.372
H -0.423 0.548 1.646
H -1.095 2.308 1.453
C 1.327 -1.244 0.323
C 0.820 0.271 -1.497
N 1.233 -0.909 -1.103
H 0.376 -1.689 0.682
H 2.142 -1.984 0.360
H 1.551 -0.340 0.951
H -0.115 0.835 -1.143
H 1.525 0.781 -2.264
H 1.754 -1.423 -1.794
*
```

## Properties
Energy relative to the best compared isomer or geometry (same formula, charge and spin) ... 102.4 kcal per mole
Calculated total energy ... -212.75723 Eh
Strongest force on any atom ... 4.7 eV/Å
Gap between HOMO and LUMO ... 6.66 eV

***

[4]
C19H20As2F6N2NaO7S3 | wB97M-V/def2-TZVPD

Structure (ORCA input):
```
! RIJCOSX wB97M-V def2-TZVPD def2/J DEFGRID3
* xyz -1 1
Na 1.416 -1.014 0.145
F 3.968 -2.548 3.349
C 3.847 -1.837 2.228
F 2.620 -1.267 2.235
F 4.763 -0.893 2.217
S 3.997 -2.917 0.732
O 3.384 -2.144 -0.320
O 5.381 -3.243 0.647
N 3.178 -4.204 1.159
S 1.657 -4.444 0.899
O 0.857 -3.252 0.692
O 1.141 -5.426 1.799
C 1.615 -5.291 -0.741
F 2.410 -6.358 -0.746
F 0.364 -5.699 -0.997
F 1.993 -4.471 -1.722
C -2.748 3.467 -0.871
As -1.937 1.675 -0.811
C -1.784 1.615 1.145
C -3.589 0.600 -0.911
C -4.829 1.170 -1.194
C -5.981 0.398 -1.252
C -5.910 -0.965 -1.015
C -4.680 -1.543 -0.735
C -3.516 -0.781 -0.693
As -1.792 -1.664 -0.329
C -2.009 -3.201 -1.518
C -2.284 -2.540 1.353
H -3.542 3.585 -0.134
H -3.133 3.682 -1.868
H -1.958 4.188 -0.654
H -2.746 1.836 1.608
H -1.029 2.335 1.456
H -1.435 0.632 1.455
H -4.909 2.234 -1.372
H -6.932 0.865 -1.476
H -6.802 -1.577 -1.048
H -4.634 -2.610 -0.554
H -2.937 -3.737 -1.323
H -1.168 -3.873 -1.356
H -1.997 -2.860 -2.552
H -3.219 -3.091 1.252
H -2.396 -1.785 2.130
H -1.481 -3.221 1.627
O 5.518 1.877 -0.819
S 4.687 2.186 0.315
O 5.343 2.363 1.586
N 3.432 1.170 0.434
C 2.271 1.785 0.262
O 1.152 1.236 0.318
C 2.400 3.255 -0.048
C 1.399 4.170 -0.312
C 1.764 5.485 -0.573
C 3.105 5.865 -0.568
C 4.109 4.940 -0.305
C 3.723 3.640 -0.049
H 0.364 3.852 -0.316
H 1.002 6.226 -0.783
H 3.367 6.895 -0.775
H 5.152 5.226 -0.303
*
```

## Properties
Energy relative to the best compared isomer or geometry (same formula, charge and spin) ... 0.7 kcal per mole
Calculated total energy ... -7799.97548 Eh
Strongest force on any atom ... 0.2 eV/Å
Gap between HOMO and LUMO ... 8.41 eV